Below is a structure of composition C41H66INO27V, with properties calculated with ωB97M-V with the def2-TZVPD basis set.

E_LUMO ... 1.61 eV
Gap between HOMO and LUMO ... 6.736 eV
Total charge ... -1

Geometry as XYZ:
```
137
Properties=species:S:1:pos:R:3:lowdin_charge:R:1
O -1.62376 -25.21839 -0.16618 -0.457
V -1.49572 -26.41256 -1.23448 0.501
O -2.61376 -26.34322 -2.32283 -0.388
I 1.09265 -25.85754 -2.12405 0.060
C -2.12620 -31.19466 -1.36160 -0.023
C -2.52497 -29.77875 -1.93404 -0.403
C -3.81227 -29.81280 -2.82892 -0.143
C -5.18217 -29.78919 -2.08208 -0.141
C -5.06341 -28.53908 -1.20452 -0.152
C -3.98312 -28.48242 -0.09734 -0.510
N -2.77010 -28.76352 -0.84585 -0.185
O -1.50863 -28.45465 -0.14843 -0.286
C -4.21416 -29.44981 1.10526 -0.024
C -4.07137 -27.06118 0.49462 -0.053
C -1.38103 -29.33716 -2.97366 -0.050
H -2.80579 -31.95026 -1.75572 0.072
H -1.97428 -31.30807 -0.28823 0.068
H -1.08690 -31.48936 -1.50685 0.051
H -3.63522 -30.74317 -3.36850 0.093
H -3.80243 -29.10584 -3.65852 0.098
H -5.41410 -30.63378 -1.43325 0.103
H -5.93758 -29.68801 -2.86132 0.102
H -6.05951 -28.37698 -0.79268 0.114
H -4.82432 -27.69958 -1.85735 0.103
H -3.41967 -29.53822 1.84625 0.069
H -4.24780 -30.43019 0.63005 0.063
H -5.16729 -29.25343 1.59625 0.078
H -5.11040 -27.01105 0.82018 0.083
H -3.84982 -26.20421 -0.14147 0.051
H -3.40635 -26.99833 1.35596 0.068
H -0.41203 -29.23500 -2.48510 0.044
H -1.62991 -28.38501 -3.44223 0.047
H -1.29259 -29.89340 -3.90687 0.062
C -2.95302 -23.58774 -5.77078 -0.010
C -3.04232 -23.37003 -7.24384 -0.378
C -4.47602 -23.18085 -7.76929 -0.034
O -4.41723 -21.84570 -8.43856 0.039
C -3.10077 -21.38298 -8.35878 -0.519
O -2.59640 -20.49752 -8.94253 0.182
O -2.41804 -22.20108 -7.51350 0.082
H -3.20505 -24.55203 -5.32951 0.078
H -3.45449 -22.87135 -5.12007 0.093
H -1.90396 -23.63773 -5.47912 0.087
H -2.62764 -24.18885 -7.83180 0.155
H -5.29835 -23.26097 -7.05834 0.115
H -4.48546 -23.95873 -8.53278 0.127
C -6.63285 -24.31634 -3.13995 -0.019
C -7.33772 -25.39168 -3.90293 -0.312
C -7.47093 -25.04555 -5.42172 -0.091
O -6.39343 -25.67642 -6.06324 0.048
C -5.74558 -26.44360 -5.16866 -0.503
O -4.72664 -26.99473 -5.49549 0.137
O -6.48044 -26.51186 -3.98848 0.062
H -6.51651 -24.28485 -2.05664 0.095
H -7.35781 -23.51076 -3.25646 0.088
H -5.70146 -24.00625 -3.61372 0.095
H -8.28087 -25.64663 -3.41964 0.155
H -7.26101 -23.98814 -5.58266 0.127
H -8.37825 -25.47742 -5.84406 0.136
C 2.35383 -30.31647 -3.16528 -0.028
C 2.48156 -31.82125 -3.24322 -0.300
C 1.27089 -32.59004 -3.77276 -0.106
O 1.82345 -33.36850 -4.80868 0.060
C 3.04817 -32.93408 -5.20337 -0.464
O 3.60788 -33.25094 -6.27923 0.096
O 3.39013 -31.93524 -4.33971 0.052
H 1.76298 -30.01318 -2.30098 0.076
H 1.97882 -29.89863 -4.09956 0.101
H 3.28569 -29.82852 -2.87957 0.089
H 2.88644 -32.25272 -2.32779 0.154
H 0.44835 -31.95717 -4.10597 0.124
H 0.84587 -33.10276 -2.90987 0.129
C 1.30473 -22.79293 1.68546 -0.002
C 2.38345 -23.48143 2.59511 -0.271
C 3.03945 -24.83696 2.04172 -0.027
O 4.43681 -24.46611 1.91599 0.074
C 4.60638 -23.22290 2.31996 -0.583
O 5.72153 -22.72429 2.50921 0.095
O 3.49515 -22.62413 2.71723 0.077
H 1.68834 -22.67038 0.67258 0.087
H 1.15508 -21.76950 2.02941 0.074
H 0.38906 -23.31003 1.97225 0.079
H 2.08420 -23.67583 3.62504 0.145
H 2.55571 -25.11722 1.10600 0.101
H 3.04161 -25.65353 2.76374 0.126
C -0.05051 -21.26205 -3.74127 0.000
C -0.59270 -21.61665 -2.25450 -0.254
C -0.92234 -20.25124 -1.45865 -0.075
O -2.27887 -20.29617 -1.42918 0.118
C -2.80955 -21.35250 -1.80557 -0.676
O -3.87965 -21.72772 -1.62905 0.205
O -1.87101 -22.06760 -2.50339 0.035
H -0.88904 -20.79244 -4.25550 0.083
H 0.15746 -22.23583 -4.18467 0.070
H 0.81996 -20.60656 -3.71452 0.072
H -0.05855 -22.46287 -1.82242 0.123
H -0.56906 -19.39643 -2.03536 0.128
H -0.44616 -20.24019 -0.47822 0.124
C -3.06553 -30.73349 -7.06063 0.004
C -3.08896 -29.33958 -7.76731 -0.314
C -2.14225 -28.25995 -7.08839 -0.029
O -1.83105 -27.52060 -8.26769 0.119
C -1.81554 -28.26241 -9.26090 -0.585
O -1.11764 -28.04547 -10.32436 0.053
O -2.50378 -29.36145 -8.99780 0.094
H -3.04937 -30.44190 -6.01048 0.067
H -2.26209 -31.34587 -7.47000 0.090
H -4.00538 -31.19917 -7.35718 0.076
H -4.15141 -29.10131 -7.81765 0.148
H -1.35620 -28.70420 -6.47775 0.134
H -2.66135 -27.63772 -6.35937 0.106
C -2.84734 -27.79902 4.49372 -0.007
C -2.22615 -28.83441 5.47821 -0.251
C -1.58396 -28.16824 6.69055 -0.059
O -2.37302 -28.71525 7.78768 0.062
C -3.46913 -29.31695 7.40174 -0.598
O -4.39430 -29.61437 8.12428 0.136
O -3.42240 -29.28285 6.08157 0.051
H -2.99138 -26.77076 4.82542 0.086
H -3.79268 -28.15719 4.08612 0.079
H -2.28511 -27.66431 3.56966 0.071
H -1.55422 -29.66640 5.26752 0.159
H -1.72459 -27.09678 6.83301 0.134
H -0.54890 -28.48739 6.81257 0.129
C -3.06263 -23.15543 2.10679 0.008
C -3.19968 -21.60962 2.43682 -0.264
C -4.63596 -21.18790 2.62770 -0.099
O -4.64559 -20.48658 3.84589 0.077
C -3.54120 -20.85536 4.50461 -0.515
O -3.31756 -20.66321 5.77518 0.032
O -2.68956 -21.43822 3.72813 0.100
H -3.99768 -23.56311 1.72263 0.078
H -2.58319 -23.84150 2.80503 0.088
H -2.43393 -23.20426 1.21772 0.044
H -2.59266 -21.02651 1.74429 0.149
H -5.29800 -22.04479 2.75238 0.134
H -5.08490 -20.48614 1.92479 0.143
```

---

Below is a structure of composition C3H14N4O, with properties calculated with ωB97M-V with the def2-TZVPD basis set.

E_LUMO ... -6.62 eV
Gap between HOMO and LUMO ... 10.090 eV
Total charge ... +2

Geometry as XYZ:
```
22
Properties=species:S:1:pos:R:3:lowdin_charge:R:1
C 0.48092 0.10513 -0.34511 -0.263
C -0.83264 -0.17974 -0.93262 -0.311
C 0.13424 0.08171 1.57698 -0.230
N -1.78309 0.82395 -0.79276 0.139
N -0.03093 1.31717 2.03531 0.130
N -0.63640 -0.51608 -2.56583 0.228
N 1.38178 -0.63782 2.01214 0.249
O 1.30222 -0.91767 -0.69966 -0.021
H 0.82523 1.12105 -0.46570 0.151
H -1.05551 -1.18911 -0.47979 0.176
H -0.74285 -0.45964 1.73294 0.136
H -1.50970 1.75564 -0.58497 0.111
H -2.62901 0.54717 -1.17016 0.092
H -1.00166 1.64354 1.98890 0.147
H 0.63684 1.88643 2.34040 0.069
H 0.19781 -0.06037 -2.85594 0.122
H -1.37098 -0.29280 -3.25632 0.170
H -0.48477 -1.58235 -2.68227 0.200
H 1.06745 -1.56384 2.25856 0.171
H 2.03139 -0.74887 1.22460 0.151
H 1.89297 -0.34671 2.88747 0.216
H 2.12670 -0.78682 -1.22615 0.166
```

---

Below is the molecule C2H4N2O2, with properties calculated with ωB97M-V with the def2-TZVPD basis set.

E_LUMO ... 0.68 eV
Gap between HOMO and LUMO ... 10.906 eV
Total charge ... 0
SMILES ... [H]/N=C(/O)NC=O

Geometry as XYZ:
```
10
Properties=species:S:1:pos:R:3:lowdin_charge:R:1
N -0.46885 -0.03473 1.88474 0.121
C -0.02809 -0.22337 0.70261 -0.559
O 0.79354 -1.27835 0.66795 0.056
N -0.26208 0.47003 -0.47055 0.136
C 0.29331 0.21662 -1.72060 -0.295
O 0.07911 0.92660 -2.67376 0.052
H -1.11491 0.69831 2.10447 0.050
H 0.62885 -1.38579 1.66466 0.136
H -0.85418 1.29202 -0.41777 0.161
H 0.93330 -0.68134 -1.74175 0.142
```

---

Below is a cluster of 2 separate species, C5H14NO2 in total, with properties calculated with ωB97M-V with the def2-TZVPD basis set.

E_LUMO ... 4.19 eV
Gap between HOMO and LUMO ... 7.176 eV
Total charge ... -1

Geometry as XYZ:
```
22
Properties=species:S:1:pos:R:3:lowdin_charge:R:1
C 0.06965 0.98086 -1.57420 -0.283
N -0.45002 -0.32721 -1.04494 -0.137
C 0.47322 -1.41756 -0.74882 -0.255
C 0.98978 -1.51564 0.72945 -0.176
C 1.26223 -0.13040 1.33660 -0.483
O 0.11195 0.51880 1.40160 -0.326
C -1.05721 2.03019 -1.34791 -0.115
H 0.88432 1.34787 -0.91022 0.073
H 0.50508 0.86843 -2.63121 0.109
H -0.99112 -0.03215 -0.20751 0.070
H -0.01572 -2.37681 -1.00678 0.079
H 1.21614 -1.16488 -1.63441 0.127
H 0.32298 -2.08914 1.30873 0.059
H 1.97057 -2.19650 0.62552 0.120
H 1.74637 -0.27403 2.25922 0.057
H 1.88882 0.56523 0.76342 0.081
H -1.59598 2.29757 -2.15197 -0.016
H -1.83200 1.90196 -0.49472 0.099
H -0.54723 3.00691 -0.85321 0.105
H -1.22185 -0.06446 2.13662 -0.014
H -1.66377 -1.34210 1.89909 -0.080
O -2.06621 -0.58694 2.14565 -0.092
```